[1]
{
  "formula": "C5H4N2O",
  "method": "wB97M-V/def2-TZVPD",
  "spin_multiplicity": 1,
  "relative_energy_kcal_mol": 138.7,
  "smiles": "[H]/N=c1/cc(C#C)[nH]o1",
  "e_tot_ha": -377.4430,
  "lumo_ev": -0.56,
  "species": ["H", "N", "C", "C", "C", "C", "C", "N", "O", "H", "H", "H"],
  "positions_angstrom": [[-3.4344, -0.4362, 0.5161], [-2.6126, -0.8965, 0.0984], [-1.5710, -0.2519, -0.1748], [-0.2843, -0.8503, -0.3093], [0.4585, 0.2826, -0.4078], [1.8165, 0.1857, -0.0986], [3.0529, -0.3213, 0.2639], [-0.2583, 1.5296, -0.2455], [-1.6151, 1.1289, 0.1430], [0.1307, -1.8386, -0.3311], [4.0791, -0.7220, 0.2028], [0.2380, 2.1900, 0.3430]],
  "forces_ev_per_a": [[0.8, 0.3, -0.6], [-1.2, -1.3, -0.3], [-4.0, -0.7, 3.1], [0.8, 3.4, -1.6], [-0.3, 0.6, 2.2], [12.0, -4.0, 2.5], [-9.4, 3.7, -3.4], [0.5, -1.7, -1.3], [3.3, -0.5, -1.3], [-0.6, -0.2, 0.0], [-1.1, 0.7, 0.3], [-0.7, -0.1, 0.6]]
}


[2]
{
  "formula": "C5H4N2O2",
  "method": "wB97M-V/def2-TZVPD",
  "spin_multiplicity": 1,
  "relative_energy_kcal_mol": 74.8,
  "smiles": "N#Cc1c(O)c[nH]c1O",
  "e_tot_ha": -452.8190,
  "lumo_ev": 0.48,
  "species": ["N", "C", "C", "C", "O", "C", "N", "C", "O", "H", "H", "H", "H"],
  "positions_angstrom": [[-2.8030, 0.2358, 1.8229], [-1.5427, 0.0449, 1.5642], [-0.4221, 0.1083, 0.6972], [0.9303, 0.4417, 0.5736], [1.6032, 1.0253, 1.5441], [1.4743, -0.0137, -0.6211], [0.3194, -0.2476, -1.4069], [-0.6929, -0.3849, -0.6090], [-1.8804, -0.8393, -1.2195], [2.4326, 1.2646, 1.1603], [2.4843, 0.1699, -0.8091], [0.4682, -0.5906, -2.2910], [-2.3713, -1.2145, -0.4055]],
  "forces_ev_per_a": [[10.7, -2.2, -1.6], [-10.3, 3.0, 1.7], [-1.6, -1.7, -2.1], [1.0, -1.4, 0.0], [0.2, 0.4, 1.5], [-2.7, 2.1, 2.2], [3.4, -0.2, 1.2], [-3.7, 0.0, -0.9], [0.9, -0.3, 3.7], [1.1, 0.5, 0.1], [1.1, 0.1, -1.5], [-0.6, -1.1, -2.3], [0.4, 0.9, -1.9]]
}


[3]
{
  "formula": "C5H4N2O2",
  "method": "wB97M-V/def2-TZVPD",
  "spin_multiplicity": 1,
  "relative_energy_kcal_mol": 170.2,
  "smiles": "N#C[C@H]1C[C@@]12OC=NO2",
  "e_tot_ha": -452.6670,
  "lumo_ev": -0.07,
  "species": ["N", "C", "C", "C", "C", "O", "C", "N", "O", "H", "H", "H", "H"],
  "positions_angstrom": [[-2.8449, -1.4626, -0.5093], [-1.8976, -0.6651, -0.4341], [-1.1226, 0.4736, -0.5770], [-0.3559, 1.3269, 0.7098], [0.3724, 0.4136, -0.1596], [0.3335, -0.9479, 0.4206], [1.6691, -1.3420, 0.2799], [2.3617, -0.8424, -0.6520], [1.4872, 0.4622, -1.1947], [-1.3569, 1.4156, -1.3742], [-0.3141, 0.9572, 1.8115], [-0.4290, 2.4649, 0.5963], [2.0971, -2.2541, 1.0827]],
  "forces_ev_per_a": [[6.6, 5.0, 0.7], [-8.4, -5.6, -1.0], [2.9, 6.2, -0.3], [-0.3, 0.3, 1.2], [-1.1, -2.3, -3.7], [4.0, 1.1, 0.5], [-0.7, -2.3, 1.6], [-0.5, 2.3, -0.2], [-1.1, -2.9, 4.2], [0.3, -3.3, 2.2], [-0.7, 0.7, -2.1], [0.3, -2.0, -0.1], [-1.4, 2.9, -2.9]]
}


[4]
{
  "formula": "C5H4N2OS",
  "method": "wB97M-V/def2-TZVPD",
  "spin_multiplicity": 1,
  "relative_energy_kcal_mol": 50.6,
  "smiles": "Cc1nocc1N=C=S",
  "e_tot_ha": -775.7522,
  "lumo_ev": 0.56,
  "species": ["C", "C", "N", "O", "C", "C", "N", "C", "S", "H", "H", "H", "H"],
  "positions_angstrom": [[0.8713, 0.9831, -0.1780], [0.1543, -0.7002, 0.0010], [0.9962, -1.7361, 0.0104], [0.1987, -2.8357, 0.0167], [-1.0566, -2.5123, -0.0284], [-1.1783, -1.1420, 0.0164], [-2.2806, -0.3503, 0.1819], [-3.4464, -0.1940, 0.0771], [-4.9522, 0.1975, -0.0031], [1.2319, 0.8486, -1.2052], [0.0215, 1.4951, 0.2868], [1.6860, 0.8796, 0.4976], [-1.7433, -3.3019, -0.1874]],
  "forces_ev_per_a": [[-2.2, -5.6, 0.9], [3.3, 2.2, -0.2], [-0.7, 2.1, 0.0], [1.0, -1.4, -0.4], [-1.0, 1.4, 0.1], [0.1, -0.6, 0.1], [0.5, -0.2, -0.3], [-0.1, 0.3, 0.0], [-0.7, 0.0, -0.1], [-0.8, 1.2, 0.2], [0.5, 0.8, -1.2], [0.7, 0.3, 0.5], [-0.6, -0.5, 0.3]]
}


[5]
{
  "formula": "C5H4N2OS",
  "method": "wB97M-V/def2-TZVPD",
  "spin_multiplicity": 1,
  "relative_energy_kcal_mol": 0.0,
  "smiles": "Cc1s[nH]c(=O)c1C#N",
  "e_tot_ha": -775.8328,
  "lumo_ev": -0.20,
  "species": ["C", "C", "S", "N", "C", "O", "C", "C", "N", "H", "H", "H", "H"],
  "positions_angstrom": [[-1.8903, -0.5149, -0.2671], [-0.6635, 0.2719, -0.0264], [-0.5543, 1.9627, -0.0100], [1.1416, 1.8242, 0.0258], [1.6763, 0.5588, 0.0646], [2.8508, 0.3669, 0.0517], [0.5377, -0.3691, 0.1900], [0.7267, -1.7823, 0.2927], [0.9751, -2.9049, 0.4164], [-1.6666, -1.2446, -1.0377], [-2.7120, 0.1344, -0.2577], [-2.1266, -1.0788, 0.5284], [1.7051, 2.7759, 0.0292]],
  "forces_ev_per_a": [[1.3, 1.4, -1.2], [1.1, -1.9, 0.7], [0.6, -0.2, -0.4], [0.4, 4.2, 0.0], [-0.7, 0.2, 0.8], [1.5, -0.6, -0.1], [-0.4, 0.9, -0.9], [0.3, -0.3, 0.0], [-0.4, 0.7, -0.1], [-0.7, 0.4, -0.7], [-1.5, 0.8, -1.4], [-0.3, -2.3, 3.3], [-1.3, -3.2, 0.0]]
}


[6]
{
  "formula": "C5H4N2OS",
  "method": "wB97M-V/def2-TZVPD",
  "spin_multiplicity": 1,
  "relative_energy_kcal_mol": 102.7,
  "e_tot_ha": -775.6691,
  "lumo_ev": -0.26,
  "species": ["C", "C", "C", "C", "C", "N", "N", "O", "S", "H", "H", "H", "H"],
  "positions_angstrom": [[1.9469, -1.2203, 1.1660], [-0.2026, -0.2959, 1.2328], [0.8500, -0.0960, -0.9623], [-1.3383, 0.5597, 0.9731], [-0.3685, 0.4841, -1.4581], [0.8740, -0.7224, 1.6102], [-1.3194, 0.8188, -0.3827], [-2.2159, 0.8979, 1.7409], [2.0058, -1.0191, -0.6347], [2.8542, -1.4824, 1.7212], [-0.0691, 1.4150, -2.0144], [-0.8471, -0.1372, -2.1350], [-2.1701, 0.7977, -0.8571]],
  "forces_ev_per_a": [[1.5, -0.3, 0.1], [1.7, -0.1, -0.3], [-1.6, -0.5, 0.2], [0.6, -0.5, -0.7], [1.9, 2.2, 2.2], [-1.7, 0.3, 1.1], [0.1, 0.6, -1.3], [0.4, -0.1, -0.2], [1.4, -0.2, -0.1], [-0.7, 0.0, -0.2], [-0.5, -0.5, 0.5], [-0.9, -1.4, -1.5], [-2.3, 0.7, 0.2]]
}


[7]
{
  "formula": "C5H4N2OS2",
  "method": "wB97M-V/def2-TZVPD",
  "spin_multiplicity": 1,
  "relative_energy_kcal_mol": 40.3,
  "smiles": "N=C=CC(=S)S.N#CC=O",
  "e_tot_ha": -1173.9245,
  "lumo_ev": -1.07,
  "species": ["N", "C", "C", "C", "S", "S", "H", "H", "H", "N", "C", "C", "O", "H"],
  "positions_angstrom": [[0.2591, -2.9583, -0.7329], [0.4363, -1.7645, -0.6332], [0.4774, -0.4845, -0.3399], [-0.1577, 0.5186, -1.1317], [-0.1016, 2.1295, -0.7197], [-0.7431, 0.1126, -2.7667], [0.7704, -3.6946, -1.1152], [1.1801, -0.1340, 0.4211], [-0.8728, -1.1024, -2.5263], [1.6203, 1.3517, 2.3521], [0.5969, 1.2699, 1.8373], [-0.8193, 1.4985, 1.7356], [-1.6702, 0.6650, 1.7992], [-0.9757, 2.5926, 1.8203]],
  "forces_ev_per_a": [[-0.9, 2.8, 1.2], [-0.2, -2.8, 0.0], [0.4, 0.8, 0.0], [0.5, 1.1, -1.1], [-0.2, -0.6, -0.9], [0.1, 3.2, 0.3], [1.0, -1.0, -1.0], [-0.4, -0.5, -0.2], [-0.3, -3.3, 0.4], [0.6, -0.3, -0.2], [0.9, 0.2, 1.4], [-0.8, 1.0, 0.4], [-0.3, -0.4, -0.1], [-0.4, -0.2, -0.2]]
}


[8]
{
  "formula": "C5H4N4O2S",
  "method": "wB97M-V/def2-TZVPD",
  "spin_multiplicity": 1,
  "charge": -2,
  "relative_energy_kcal_mol": 29.3,
  "e_tot_ha": -960.5451,
  "lumo_ev": 5.48,
  "species": ["C", "C", "C", "C", "C", "N", "N", "N", "N", "O", "O", "S", "H", "H", "H", "H"],
  "positions_angstrom": [[-2.4309, -1.7001, 1.3525], [0.6774, 0.1846, -0.5372], [-0.5988, -0.1920, -0.6235], [2.3339, 2.0683, -0.8680], [1.1946, 1.1217, -1.5659], [-0.3052, -1.4806, 1.9454], [-2.2917, -2.2341, 2.5551], [-0.9837, -2.0207, 2.8647], [-1.1435, -1.1220, 0.9916], [1.8967, 3.0542, -0.2488], [3.4806, 1.7043, -1.0365], [-3.8217, -1.6812, 0.3685], [1.4184, 0.1132, 0.2950], [-1.5240, -0.1869, -1.2628], [1.7149, 0.6214, -2.3268], [0.3831, 1.7498, -1.9032]],
  "forces_ev_per_a": [[1.6, 1.2, -1.0], [-1.0, 0.5, 0.2], [-0.4, -2.3, 4.0], [-2.5, 0.4, -0.3], [0.7, 1.6, 1.2], [0.3, 1.4, -0.3], [0.8, 0.9, -0.9], [0.5, -1.7, 1.9], [-2.0, -0.1, -2.9], [-0.3, 0.2, 0.1], [2.1, -0.9, -0.4], [-0.3, 0.2, -0.5], [-1.4, -0.9, -0.3], [1.4, 0.1, 0.9], [0.5, -0.7, -1.3], [-0.1, 0.2, -0.5]]
}


[9]
{
  "formula": "C5H4NO2S",
  "method": "wB97M-V/def2-TZVPD",
  "spin_multiplicity": 1,
  "charge": -1,
  "relative_energy_kcal_mol": 54.0,
  "e_tot_ha": -796.3034,
  "lumo_ev": 3.34,
  "species": ["C", "C", "C", "C", "C", "N", "O", "O", "S", "H", "H", "H", "H"],
  "positions_angstrom": [[0.3535, -0.5479, 1.0652], [0.3339, -1.4616, -2.2277], [-0.7380, 1.5471, 0.9189], [0.3907, -0.1975, -2.1205], [0.9509, -1.5740, 1.2932], [-0.1250, 0.5026, 0.4345], [-1.1261, 2.5109, 0.2685], [-0.9673, 1.5517, 2.3072], [0.1697, -3.0375, -2.2722], [0.0912, 0.2305, -1.0947], [-1.4088, 2.3875, 2.5074], [0.7453, 0.5388, -2.8079], [1.3301, -2.4505, 1.7281]],
  "forces_ev_per_a": [[0.2, 0.3, -0.3], [-0.1, -0.9, -0.3], [-0.6, 0.8, 1.0], [0.1, 0.6, 0.1], [-0.2, 0.0, 0.6], [0.1, -0.3, 0.1], [-0.1, 0.2, 0.0], [0.2, -0.2, -0.2], [0.1, 0.1, -0.1], [0.0, -0.2, -0.1], [0.1, -0.1, -0.3], [0.2, 0.0, -0.6], [0.2, -0.5, 0.1]]
}


[10]
{
  "formula": "C5H4NS2",
  "method": "wB97M-V/def2-TZVPD",
  "spin_multiplicity": 1,
  "charge": -1,
  "relative_energy_kcal_mol": 4.2,
  "smiles": "[H]/N=C/c1ccsc1[S-]",
  "e_tot_ha": -1044.0737,
  "lumo_ev": 3.44,
  "species": ["H", "N", "C", "C", "C", "C", "S", "C", "S", "H", "H", "H"],
  "positions_angstrom": [[0.7386, 1.9467, 2.4816], [0.8477, 1.2271, 1.8025], [-0.2104, 1.1604, 1.0402], [-0.2147, 0.2012, -0.0192], [0.9422, -0.5888, -0.3372], [0.8294, -1.4467, -1.3554], [-0.7611, -1.5421, -1.9034], [-1.3223, -0.2943, -0.7349], [-2.9505, 0.1633, -0.7329], [-1.1587, 1.4675, 1.3085], [1.7226, -0.0172, 0.1468], [1.5370, -2.2772, -1.6967]],
  "forces_ev_per_a": [[-0.3, 0.5, 1.0], [-0.5, 0.5, -1.5], [2.5, -2.5, 0.7], [-1.0, -2.2, -1.6], [0.5, 2.9, 0.6], [2.2, -2.3, -0.1], [-1.7, 0.6, 0.5], [-0.1, 0.4, -0.5], [-0.3, 0.1, 0.1], [-2.0, 1.7, 0.4], [1.4, -1.4, 0.0], [-0.8, 1.7, 0.5]]
}


[11]
{
  "formula": "C5H4O",
  "method": "wB97M-V/def2-TZVPD",
  "spin_multiplicity": 1,
  "relative_energy_kcal_mol": 99.2,
  "e_tot_ha": -267.9542,
  "lumo_ev": [-0.85, -0.89],
  "species": ["C", "C", "C", "C", "C", "O", "H", "H", "H", "H"],
  "positions_angstrom": [[0.0394, -0.3551, -0.7242], [-0.7342, 0.0107, 0.5331], [1.2149, 0.3697, -0.4363], [-0.4163, -1.3059, -1.9269], [0.0075, 0.8700, 1.3939], [1.1850, 1.0338, 0.7150], [-1.2985, -1.8866, -1.6595], [-1.7708, -0.2573, 0.8039], [2.0522, 0.4001, -1.0568], [-0.2793, 1.1206, 2.3577]],
  "forces_ev_per_a": [[-1.9, -0.3, 1.3], [0.1, 0.9, 1.2], [-2.7, -1.3, -0.6], [2.5, 2.7, 2.3], [-2.0, -4.4, -6.1], [1.6, 0.7, 0.6], [-0.4, 0.3, 0.6], [0.7, -0.1, -0.4], [1.5, 0.5, -0.4], [0.5, 1.1, 1.5]]
}


[12]
{
  "formula": "C5H4O",
  "method": "wB97M-V/def2-TZVPD",
  "spin_multiplicity": 1,
  "relative_energy_kcal_mol": 37.8,
  "smiles": "C#CC(=O)C=C",
  "e_tot_ha": -268.0521,
  "lumo_ev": -0.37,
  "species": ["C", "C", "C", "O", "C", "C", "H", "H", "H", "H"],
  "positions_angstrom": [[-2.7655, -0.1523, 0.0478], [-1.6553, 0.3288, -0.0716], [-0.2363, 0.7515, -0.0760], [0.1689, 1.8922, -0.0283], [0.7094, -0.4410, -0.0769], [2.0202, -0.1971, 0.0644], [-3.8015, -0.4854, 0.1879], [0.3203, -1.4840, -0.2589], [2.7604, -1.0246, -0.0536], [2.4795, 0.8120, 0.2652]],
  "forces_ev_per_a": [[0.4, 0.5, 0.0], [-1.0, -0.2, 0.2], [0.3, -0.9, 0.3], [-0.7, -0.6, -0.1], [0.4, 0.1, -0.3], [0.8, -0.3, -0.1], [1.1, 0.3, -0.2], [0.4, 1.4, 0.2], [-0.8, 0.7, 0.3], [-1.0, -1.1, -0.3]]
}